A molecular structure, C29H23ClFeN5O6P. Source: the Open Molecules 2025 dataset; level of theory: ωB97M-V with the def2-TZVPD basis set.

Geometry as XYZ:
```
66
C29H23ClFeN5O6P ωB97M-V with the def2-TZVPD basis set
Fe -0.249 -1.109 0.420
Cl 0.694 -1.769 3.052
P 0.614 1.176 -0.170
O -1.010 -1.992 -3.267
O 0.873 -0.432 2.461
O 1.394 -2.686 2.195
O -3.289 -0.229 -2.149
O -0.720 -2.036 3.020
O 1.197 -1.800 4.380
N -1.334 -1.001 -1.178
N 2.245 0.723 -0.031
N 1.677 -1.454 -0.616
N -1.880 0.025 1.059
N -0.867 -3.131 0.060
C 3.373 -3.148 -0.784
C 2.627 -0.581 -0.238
C 0.985 3.501 3.175
C -0.809 -4.210 0.836
C 0.452 2.502 1.050
C 4.335 -2.244 -0.347
C -1.009 -3.304 -1.266
C 0.115 1.948 -4.144
C -3.082 1.448 2.540
C -2.719 0.379 0.077
C 3.967 -0.950 -0.079
C 0.582 3.245 -4.282
C -1.110 -2.031 -2.066
C 0.094 1.345 -2.894
C -2.060 0.553 2.272
C 1.013 3.348 -1.921
C 2.075 -2.710 -0.887
C 0.542 2.042 -1.773
C -1.057 -5.668 -1.043
C 1.033 3.945 -3.170
C -3.946 1.813 1.521
C -2.480 -0.289 -1.240
C 1.226 2.536 2.207
C -0.034 4.426 3.004
C -1.105 -4.548 -1.859
C -0.910 -5.496 0.323
C -0.822 4.382 1.861
C -3.762 1.267 0.262
C -0.582 3.425 0.889
H 1.360 3.900 -1.056
H 4.688 -0.215 0.254
H -4.401 1.492 -0.580
H -1.357 0.246 3.031
H -0.243 1.398 -5.003
H -1.201 3.395 0.000
H -0.681 -4.024 1.892
H 5.365 -2.553 -0.220
H 0.595 3.716 -5.257
H -3.189 1.851 3.537
H 3.621 -4.172 -1.022
H 1.989 1.788 2.373
H -4.753 2.511 1.706
H -1.215 -4.608 -2.932
H -0.867 -6.343 0.993
H -1.625 5.095 1.726
H 1.592 3.521 4.071
H 2.972 1.373 0.222
H 1.397 4.959 -3.277
H -0.219 5.176 3.762
H -0.276 0.334 -2.801
H -1.133 -6.661 -1.467
H 1.302 -3.388 -1.212
```

Computed properties:
- charge = 0
- HOMO level (spin up / spin down) (eV) = -8.43 / -8.46
- LUMO energy (spin up / spin down) (eV) = -0.1 / -0.1
- ΔE to the lowest compared entry with this formula, charge and spin (eV) = 1.205
- gap between HOMO and LUMO (spin up / spin down) (eV) = 8.4 / 8.4


A molecular structure, C24H26EuN6O2. Source: the Open Molecules 2025 dataset; level of theory: ωB97M-V with the def2-TZVPD basis set.

Geometry as XYZ:
```
59
C24H26EuN6O2 ωB97M-V with the def2-TZVPD basis set
Eu 0.576 0.130 0.047
O 0.671 0.743 -3.517
O 0.719 -4.024 1.008
N 0.593 -0.793 2.452
N 2.552 -0.208 -1.292
N 4.591 -0.149 -0.244
N -0.067 -2.032 0.065
N 0.064 2.498 -0.657
N -0.708 -0.055 -1.801
C -0.458 4.623 -2.350
C 0.533 -2.298 4.771
C 4.553 -0.607 -2.657
C -0.324 -2.441 -1.264
C 0.389 -2.831 1.025
C 3.829 -0.318 -1.364
C -0.950 -3.114 -3.922
C -0.052 0.866 -2.508
C 0.659 -0.213 3.649
C 0.024 3.751 -0.196
C 6.487 -1.703 0.211
C -0.398 3.336 -2.841
C -0.241 4.843 -0.995
C 3.477 1.560 1.175
C -0.153 2.292 -1.959
C 6.040 -0.313 -0.220
C 0.624 -0.914 4.838
C 0.489 -2.124 2.390
C -0.350 -3.778 -1.685
C -0.930 -1.787 -3.521
C -0.629 -1.428 -2.211
C 0.477 -2.910 3.534
C -0.660 -4.107 -2.998
C 3.918 0.113 1.021
H 6.102 -2.462 -0.475
H 6.442 0.441 0.462
H 7.578 -1.772 0.225
H 6.441 -0.072 -1.201
H -0.531 3.111 -3.890
H 2.831 1.869 0.356
H 6.121 -1.943 1.212
H 2.946 1.703 2.120
H 0.504 -2.890 5.678
H 4.610 -0.149 1.822
H -0.676 -5.150 -3.297
H 0.670 -0.387 5.782
H 3.825 -0.834 -3.430
H 3.082 -0.567 1.121
H 4.343 2.225 1.175
H -1.151 -1.000 -4.229
H 5.133 0.261 -2.978
H 0.214 3.878 0.864
H -0.273 5.837 -0.566
H -0.113 -4.546 -0.966
H 2.138 -0.326 -2.213
H 0.745 0.869 3.655
H -0.669 5.454 -3.014
H 0.425 -3.982 3.409
H -1.192 -3.367 -4.949
H 5.236 -1.451 -2.553
```

Computed properties:
- charge = 0
- spin multiplicity = 8
- HOMO level (spin up / spin down) (eV) = -3.72 / -7.16
- LUMO energy (spin up / spin down) (eV) = 0.3 / 0.3
- ΔE to the lowest compared entry with this formula, charge and spin (eV) = 1.574
- gap between HOMO and LUMO (spin up / spin down) (eV) = 4.0 / 7.4